Entry from OMol25: the molecule C3H7NO2 (ωB97M-V/def2-TZVPD).

The geometry in XYZ format:
```
13
Properties=species:S:1:pos:R:3:nbo_charge:R:1
C -0.48 1.89 0.40 -0.4121
N -0.47 0.45 0.57 -0.6148
C 0.53 -0.33 0.05 0.4353
O 1.78 0.20 0.15 -0.6710
C 0.34 -1.54 -0.49 -0.1290
O -0.93 -1.99 -0.81 -0.7102
H -1.11 2.32 1.17 0.1999
H 0.52 2.30 0.53 0.2178
H -0.84 2.20 -0.58 0.1781
H -1.37 0.00 0.41 0.3954
H 2.30 -0.40 -0.41 0.4850
H 1.16 -2.25 -0.59 0.1562
H -1.11 -2.75 -0.24 0.4694
```

The value obtained for the molar mass is 89.1 Da. The LUMO energy is 0.82 eV. As for the SMILES: CN/C(O)=C\O. The value obtained for the energy above the lowest of the compared OMol25 structures with the same formula, charge and spin is 2.113 eV.